[1]
63
Properties=species:S:1:pos:R:3:mulliken_spin:R:1 method="wB97M-V/def2-TZVPD" homo_ev="-14.878 / -14.878" s2=2.002 spin_multiplicity=3 lumo_energy_ev="-9.34 / -9.39" e_above_lowest_kj_mol=135.2 total_energy_ha=-3173.696669 charge=+3
Tm -0.23079 -2.02123 0.35390 2.021
C 4.49317 2.00766 0.58336 0.000
C 3.21306 2.79658 0.31689 0.000
C 2.52436 3.37707 1.40398 0.000
C 1.36827 4.14660 1.20010 0.000
C 0.52203 4.70199 2.30297 0.000
C 0.87181 4.28338 -0.07261 0.000
C 1.48746 3.64135 -1.15735 0.000
C 0.75162 3.63544 -2.44080 0.000
C 2.67803 2.87662 -0.95566 0.000
H 4.87022 1.47493 -0.36593 0.000
H 4.29244 1.12940 1.23896 0.000
H 5.32578 2.60900 0.91874 0.000
H 2.89655 3.11670 2.42161 0.000
H 0.25326 5.73265 2.03301 0.000
H 1.04158 4.64588 3.31252 0.000
H -0.41168 4.15488 2.30611 0.000
H -0.10058 4.78755 -0.26242 0.000
H -0.33362 3.47991 -2.28552 0.000
H 1.12164 2.82251 -3.09796 0.000
H 0.86521 4.54120 -3.00904 0.000
H 3.22748 2.37204 -1.73345 0.000
O 0.89274 -1.21742 -1.49384 -0.002
C 0.36874 -0.78807 -2.78792 0.000
C -0.83979 -1.67363 -3.11160 0.000
C -1.98717 -1.82845 -2.05978 0.002
C -2.38254 -0.51668 -1.37572 -0.001
C -2.95530 0.59783 -2.05378 0.000
C -3.18307 1.80327 -1.42300 0.000
C -2.82600 1.86040 -0.07436 0.000
C -2.26393 0.76785 0.55821 0.000
N -2.03123 -0.37532 -0.07771 -0.009
H 1.79126 -0.88129 -1.25404 0.000
H 1.17236 -0.86232 -3.55918 0.000
H 0.07817 0.28497 -2.70300 0.000
H -0.40986 -2.68843 -3.30316 0.000
H -1.26186 -1.23996 -4.02836 0.000
H -1.67204 -2.57614 -1.29353 -0.004
H -2.87678 -2.35024 -2.55359 0.000
H -3.27417 0.39550 -3.05540 0.000
H -3.63686 2.59231 -2.00138 0.000
H -2.94583 2.79131 0.41295 0.000
H -2.17357 0.75628 1.64252 0.000
N 1.47301 -3.65972 0.04433 0.000
N 2.01457 -2.46641 0.65640 0.000
H 1.52822 -4.47272 0.67849 0.000
H 1.97309 -3.86466 -0.83415 0.000
H 2.83631 -2.19358 0.11451 0.000
H 2.41605 -2.71402 1.55669 0.000
Cl 2.13755 -0.89068 4.21887 0.000
C 0.38143 -0.97302 3.99434 0.000
Cl 0.05959 0.00724 2.27245 -0.002
H -0.21346 -0.42385 4.69705 0.000
H 0.05620 -2.00566 3.87158 0.000
N -2.62645 -5.56674 1.12427 0.000
C -3.41644 -4.60589 1.76729 0.000
C -2.75754 -3.41002 1.61489 0.000
N -1.52696 -3.68968 0.96282 -0.005
C -1.48353 -4.97554 0.72755 0.000
H -2.86795 -6.54917 1.09902 0.000
H -4.44766 -4.77375 2.06617 0.000
H -3.08819 -2.43253 1.87591 0.000
H -0.75840 -5.50346 0.07577 0.000

[2]
87
Properties=species:S:1:pos:R:3:mulliken_charge:R:1 method="wB97M-V/def2-TZVPD" homo_ev=-11.052 smiles="C[C@H]1COC(=O)O1.C[C@H]1COC(=O)O1.C[C@H]1COC(=O)O1.O=S1(=O)OCCO1.O=S1(=O)OCCO1.O=S1(=O)OCCO1.ClC(Cl)Cl.ClC(Cl)Cl.ClC(Cl)Cl" lumo_energy_ev=-0.11 total_energy_ha=-7736.262936 charge=0
C 3.68035 -1.36610 2.29964 -1.100
C 4.74372 -2.35384 1.87481 0.529
C 4.24177 -3.77964 1.51254 -0.511
O 4.66921 -3.99876 0.18010 -0.364
C 5.43250 -2.95893 -0.24431 0.651
O 6.04612 -2.91926 -1.25412 -0.536
O 5.29466 -1.92383 0.61558 -0.352
H 3.91041 -0.39551 1.85634 0.214
H 3.69347 -1.18794 3.37808 0.295
H 2.66062 -1.64110 2.03728 0.277
H 5.55961 -2.41147 2.59479 0.318
H 3.15290 -3.83212 1.55492 0.307
H 4.62475 -4.53100 2.20221 0.286
C -4.11036 -5.08632 -0.68798 -1.503
C -4.19083 -3.92403 -1.62859 0.800
C -2.87938 -3.44671 -2.22876 0.179
O -3.14905 -3.29959 -3.62473 -0.271
C -4.33961 -3.87294 -3.92810 0.546
O -4.80341 -3.93621 -5.01751 -0.538
O -4.92005 -4.34989 -2.80522 -0.386
H -3.72210 -4.80279 0.29389 0.358
H -3.53942 -5.91105 -1.11097 0.405
H -5.11247 -5.45406 -0.45758 0.371
H -4.77768 -3.11356 -1.18836 0.107
H -2.07132 -4.17492 -2.08371 0.239
H -2.43652 -2.51250 -1.88300 -0.297
C -0.16670 3.39075 -4.12146 -1.033
C -1.42200 4.24249 -4.09293 0.452
C -1.63598 5.23326 -5.23316 -0.461
O -3.04838 5.13604 -5.47882 -0.335
C -3.54211 4.01432 -4.91162 0.549
O -4.63335 3.58824 -5.08362 -0.519
O -2.59727 3.43270 -4.12839 -0.286
H 0.62421 4.09789 -3.86810 0.358
H -0.03907 3.03687 -5.14554 0.435
H -0.27596 2.55805 -3.43516 0.009
H -1.43132 4.84023 -3.17277 0.243
H -1.10107 4.99149 -6.15487 0.288
H -1.43035 6.26374 -4.95763 0.294
O 0.37343 -0.07481 2.22622 -0.387
S -0.84932 0.47251 1.77050 0.725
O -1.90848 0.65567 2.68037 -0.535
O -0.57263 1.84313 0.98813 -0.079
C -0.61593 1.63198 -0.43772 -0.360
C -0.62463 0.13411 -0.64187 0.175
O -1.36779 -0.33139 0.50378 -0.215
H -1.63409 1.94337 -0.71089 0.329
H 0.06899 2.27965 -0.96974 0.239
H 0.36001 -0.33936 -0.60146 0.016
H -1.12252 -0.24213 -1.52986 0.054
O -3.34564 -2.48435 4.40344 -0.518
S -4.69243 -2.29511 3.99400 1.025
O -5.72475 -2.91336 4.71896 -0.551
O -5.02613 -0.75614 3.85138 -0.318
C -5.15974 -0.30927 2.47023 -0.185
C -4.74496 -1.49807 1.62413 0.161
O -4.78045 -2.66392 2.43404 -0.267
H -6.19594 0.01459 2.43292 0.280
H -4.48066 0.52524 2.31160 0.183
H -3.77873 -1.38139 1.13532 -0.017
H -5.47928 -1.62969 0.82310 0.243
O 2.15907 1.76879 6.36427 -0.617
S 2.82601 1.79091 5.13291 0.980
O 2.14489 1.60023 3.90593 -0.192
O 3.66333 3.15561 5.05444 -0.316
C 5.03028 2.94302 4.79236 -0.240
C 5.33087 1.47573 5.12647 -0.289
O 4.07594 0.80042 5.21796 -0.350
H 5.32142 3.14437 3.76094 0.256
H 5.64410 3.57983 5.42879 0.292
H 5.92284 1.28449 6.02209 0.273
H 5.92118 1.01604 4.32767 0.239
Cl 0.56093 -3.62570 -5.34748 -0.132
C 1.23338 -1.98796 -5.01484 -0.058
Cl 0.31387 -1.24471 -3.70509 0.061
Cl 1.20555 -1.01048 -6.44905 -0.108
H 2.21801 -2.24305 -4.64636 0.255
Cl 4.99233 1.02472 -2.44048 -0.121
C 3.28354 0.93399 -1.96946 0.015
Cl 2.97781 2.16713 -0.74366 -0.060
Cl 2.89626 -0.66930 -1.37312 -0.077
H 2.70089 1.12007 -2.86219 0.228
Cl -0.70702 5.10131 1.98866 -0.150
C 0.77874 4.44883 2.69036 0.907
Cl 0.85730 4.75121 4.40755 -0.127
Cl 2.20200 5.07390 1.84483 -0.162
H 0.78960 3.37734 2.53677 -0.522